No. 1
A cluster of 12 separate species, C17H54NO13 in total, computed with ωB97M-V/def2-TZVPD.

Structure (ORCA input):
```
! RIJCOSX wB97M-V def2-TZVPD def2/J DEFGRID3
* xyz -1 1
C -1.45 -0.34 -2.37
C -0.18 0.56 -1.91
N -0.44 0.89 -0.47
C -1.36 2.01 -0.33
C -2.82 1.64 0.24
O -1.12 3.21 -0.64
C 0.77 1.04 0.29
C 1.68 -0.23 0.58
O 1.19 2.11 0.80
H -1.07 -1.15 -3.04
H -1.90 -0.80 -1.44
H -2.27 0.30 -2.83
H -0.21 1.50 -2.55
H -3.51 2.53 0.25
H -3.20 0.78 -0.38
H -2.64 1.23 1.27
H 1.03 -1.15 0.72
H 2.47 -0.40 -0.19
H 2.23 -0.11 1.56
C -3.28 -3.56 0.00
O -3.54 -2.50 -0.91
H -3.00 -3.14 0.96
H -4.18 -4.17 0.12
H -2.46 -4.18 -0.38
H -3.78 -2.89 -1.76
C -1.42 4.34 2.94
O -0.50 3.46 3.56
H -2.31 4.41 3.56
H -0.98 5.33 2.82
H -1.69 3.93 1.96
H 0.27 3.42 2.98
C 4.48 -2.72 -0.74
O 3.85 -2.24 0.44
H 3.73 -3.19 -1.37
H 4.93 -1.88 -1.29
H 5.25 -3.45 -0.48
H 4.53 -1.83 0.98
C -0.83 -0.28 4.13
O -0.44 -1.24 3.16
H -1.08 -0.80 5.05
H 0.00 0.41 4.32
H -1.70 0.28 3.78
H -0.22 -0.75 2.35
C 6.59 -4.52 -3.15
O 5.20 -4.36 -3.34
H 6.77 -4.86 -2.13
H 6.98 -5.26 -3.85
H 7.10 -3.56 -3.29
H 5.07 -4.05 -4.25
C 6.62 -2.42 -6.17
O 6.00 -1.94 -4.99
H 5.87 -2.89 -6.80
H 7.07 -1.59 -6.72
H 7.39 -3.16 -5.92
H 6.68 -1.53 -4.45
C 0.34 -2.13 7.42
O 1.37 -1.49 6.69
H 0.59 -2.08 8.48
H -0.61 -1.62 7.25
H 0.26 -3.18 7.12
H 1.13 -1.54 5.75
C -5.93 4.77 -1.34
O -5.00 3.90 -0.72
H -6.82 4.83 -0.72
H -5.50 5.77 -1.44
H -6.20 4.38 -2.32
H -4.22 3.86 -1.28
C -4.97 3.59 4.28
O -5.20 4.66 3.37
H -4.67 4.00 5.24
H -5.88 3.01 4.40
H -4.17 2.94 3.90
H -5.46 4.26 2.53
C 0.94 -4.17 -1.20
O 0.26 -3.71 -0.04
H 0.22 -4.69 -1.83
H 1.35 -3.32 -1.75
H 1.74 -4.86 -0.91
H 0.91 -3.25 0.51
C -0.89 4.43 -3.68
O -0.47 3.45 -4.63
H -1.14 3.93 -2.74
H -0.08 5.14 -3.50
H -1.77 4.95 -4.05
H -0.26 3.92 -5.44
*
```

Summary:
Gap between HOMO and LUMO, eV: 4.3
LUMO energy, Ha: 0.07713
HOMO, eV: -2.193
Molecular weight, g/mol: 480.613


No. 2
A cluster of 10 separate species, C17H54O10 in total, computed with ωB97M-V/def2-TZVPD.

Structure (ORCA input):
```
! RIJCOSX wB97M-V def2-TZVPD def2/J DEFGRID3
* xyz 0 1
C 2.33 -0.89 -3.89
C 1.36 -0.11 -4.74
O 0.94 1.13 -4.14
H 1.83 -1.11 -2.92
H 3.26 -0.35 -3.75
H 2.55 -1.85 -4.41
H 0.39 -0.67 -4.87
H 1.74 0.13 -5.72
H 1.71 1.69 -3.93
C 1.78 1.17 -0.70
C 1.02 2.54 -0.71
O 1.78 3.57 -0.16
H 2.02 0.85 0.36
H 2.70 1.39 -1.20
H 1.15 0.40 -1.11
H 0.09 2.37 -0.19
H 0.67 2.72 -1.76
H 1.30 4.37 -0.07
C -4.27 4.17 2.27
C -3.24 3.36 1.58
O -3.29 1.96 1.94
H -5.24 4.32 1.77
H -3.96 5.13 2.52
H -4.51 3.66 3.21
H -2.23 3.65 1.76
H -3.31 3.31 0.50
H -2.94 1.31 1.32
C -5.99 1.13 -3.15
C -6.11 -0.36 -2.81
O -5.13 -0.99 -3.60
H -5.02 1.50 -2.85
H -6.77 1.70 -2.63
H -6.17 1.30 -4.22
H -7.08 -0.78 -3.10
H -5.98 -0.63 -1.73
H -5.01 -1.91 -3.43
C 6.85 -2.57 1.01
C 6.15 -3.61 0.13
O 5.23 -4.46 0.81
H 7.60 -3.04 1.60
H 6.14 -2.00 1.62
H 7.35 -1.89 0.36
H 6.91 -4.18 -0.38
H 5.58 -3.14 -0.63
H 5.58 -4.59 1.71
C -1.03 2.17 4.45
C -1.97 1.14 5.06
O -3.35 1.40 4.70
H 0.03 1.89 4.54
H -1.08 3.16 4.91
H -1.19 2.37 3.39
H -1.95 1.20 6.11
H -1.69 0.09 4.88
H -3.38 1.49 3.70
C -1.11 -0.60 2.39
C -0.75 -0.76 0.93
O -1.77 0.03 0.26
H -0.34 -0.76 3.14
H -2.10 -1.04 2.64
H -1.24 0.51 2.45
H -0.76 -1.70 0.36
H 0.23 -0.35 0.72
H -1.53 0.22 -0.68
C 3.39 -0.74 2.50
O 4.35 -0.42 1.54
H 2.52 -1.09 1.97
H 3.84 -1.45 3.20
H 3.14 0.15 3.08
H 4.13 -0.86 0.72
C -2.09 -0.69 -2.91
O -0.95 0.00 -2.46
H -2.99 -0.29 -2.42
H -2.13 -0.64 -4.03
H -2.03 -1.69 -2.61
H -0.44 0.48 -3.08
C 2.17 -3.85 -0.41
O 2.74 -3.43 0.79
H 1.12 -4.02 -0.14
H 2.26 -3.12 -1.22
H 2.49 -4.80 -0.85
H 3.67 -3.71 0.69
*
```

Summary:
Gap between HOMO and LUMO, eV: 9.8
SMILES: CCO.CCO.CCO.CCO.CCO.CCO.CCO.CO.CO.CO
LUMO energy, Ha: 0.01835
HOMO, eV: -9.351
Molecular weight, g/mol: 418.609


No. 3
A cluster of 11 separate species, C17H56N12O11 in total, computed with ωB97M-V/def2-TZVPD.

Structure (ORCA input):
```
! RIJCOSX wB97M-V def2-TZVPD def2/J DEFGRID3
* xyz 0 1
N -1.42 0.54 2.90
C -1.88 -0.09 3.91
N -1.04 -0.94 4.42
O -3.18 0.04 4.32
H -2.14 0.98 2.26
H -0.47 0.32 2.44
H -1.39 -1.52 5.18
H -0.05 -0.72 4.44
N 3.68 1.14 4.59
C 3.68 1.05 3.25
N 2.51 1.36 2.75
O 4.71 0.45 2.51
H 4.56 0.82 5.02
H 3.04 1.73 5.10
H 2.31 1.13 1.77
H 1.79 1.86 3.28
N 2.15 -1.60 -3.41
C 3.12 -2.07 -2.72
N 2.82 -2.55 -1.56
O 4.42 -1.95 -3.12
H 2.41 -1.28 -4.29
H 1.17 -1.70 -3.32
H 3.57 -3.10 -1.15
H 1.92 -2.59 -1.08
N 4.15 -1.58 0.74
C 4.55 -2.80 1.00
N 5.07 -2.91 2.16
O 4.51 -3.84 0.13
H 3.69 -1.47 -0.18
H 4.72 -0.90 1.24
H 5.28 -3.88 2.47
H 5.28 -2.16 2.83
N 1.68 -1.48 2.06
C 0.94 -2.49 1.81
N -0.21 -2.49 2.44
O 1.22 -3.34 0.79
H 2.65 -1.44 1.63
H 1.63 -0.94 2.93
H -0.80 -3.24 2.11
H -0.65 -1.86 3.19
N -1.19 3.34 3.01
C -0.69 3.92 1.91
N 0.10 3.18 1.22
O -1.11 5.21 1.54
H -2.09 3.80 3.26
H -1.23 2.31 3.13
H 0.54 3.69 0.49
H 0.25 2.14 1.29
C -3.37 3.78 -1.19
C -4.26 4.25 -0.06
C -4.89 5.60 -0.41
O -5.17 3.45 0.34
H -2.63 4.55 -1.34
H -3.80 3.46 -2.16
H -2.80 2.89 -0.96
H -3.53 4.38 0.78
H -5.38 6.10 0.53
H -5.61 5.58 -1.23
H -4.03 6.22 -0.69
H -5.71 3.23 -0.45
C -0.63 -3.02 -4.80
C -0.87 -2.83 -3.28
C 0.02 -3.84 -2.57
O -0.65 -1.74 -2.78
H -1.45 -2.47 -5.29
H -0.54 -4.07 -5.09
H 0.30 -2.63 -5.10
H -1.89 -3.07 -3.05
H -0.16 -3.88 -1.46
H 1.07 -3.78 -2.85
H -0.28 -4.86 -2.84
H -1.15 -1.69 -1.92
C -0.24 1.22 -1.36
C 0.78 0.43 -0.52
C 2.18 0.93 -0.81
O 0.63 0.49 0.72
H 0.03 1.08 -2.39
H -0.35 2.28 -1.16
H -1.19 0.81 -1.24
H 0.73 -0.58 -0.95
H 2.90 0.40 -0.23
H 2.16 1.97 -0.43
H 2.43 0.95 -1.86
H 1.10 -0.28 1.07
C -2.11 -1.79 0.10
O -2.87 -1.89 -1.06
H -2.56 -2.05 0.98
H -1.67 -0.83 0.26
H -1.18 -2.43 -0.02
H -3.73 -1.53 -0.85
C -2.61 0.76 -3.79
O -1.81 0.06 -4.64
H -1.96 1.49 -3.18
H -3.07 0.04 -3.04
H -3.39 1.33 -4.29
H -1.27 -0.55 -4.13
*
```

Summary:
Gap between HOMO and LUMO, eV: 7.4
SMILES: NC(N)=O.NC(N)=O.NC(N)=O.NC(N)=O.NC(N)=O.NC(N)=O.CC(C)O.CC(C)O.CC(C)O.CO.CO
LUMO energy, Ha: -0.03941
HOMO, eV: -8.451
Molecular weight, g/mol: 604.708